(1)
Entry from OMol25: 14 unconnected molecules or ions with the total composition C56H56F7N7 in a non-equilibrium geometry (ωB97M-V with the def2-TZVPD basis set).

Last column: Mulliken charge in e.
Positions of all 126 atoms, in Å:
H1 -3.40 0.19 -2.96  -0.187
C1 -0.82 -0.72 -1.94  -0.700
H2 -4.36 1.28 -6.64  0.314
C2 0.50 -5.11 4.19  -0.588
C3 -3.52 1.19 3.13  -0.570
H3 4.91 1.77 -0.97  0.435
H4 -1.25 -3.97 4.85  0.449
H5 -1.07 4.73 2.27  0.405
C4 0.73 4.83 -3.48  -0.145
C5 0.05 -5.47 -1.31  -0.542
H6 4.67 6.69 0.74  0.457
F1 -0.13 4.99 -0.09  -0.177
C6 -0.28 -3.92 4.38  -0.639
H7 5.72 2.68 2.25  0.455
C7 3.70 2.99 1.68  0.131
F2 -0.67 2.51 4.71  -0.236
C8 2.15 0.33 5.19  -0.312
H8 6.38 5.13 1.67  0.372
C9 3.12 5.14 0.96  -0.319
C10 0.02 -4.33 -6.90  -0.943
H9 -3.33 0.05 -7.18  0.291
H10 -0.20 -1.18 1.38  0.431
C11 -3.12 -0.92 2.11  -0.021
H11 2.96 -2.17 0.34  0.290
C12 0.08 1.23 -0.94  0.034
H12 1.20 4.22 -2.71  -0.231
C13 1.13 -6.16 -0.80  -0.505
H13 3.22 2.29 -0.87  -0.325
H14 -4.40 -1.25 -3.29  0.330
H15 -5.19 2.32 2.31  0.439
H16 0.70 -3.64 -7.40  0.267
H17 0.30 2.29 -0.98  0.560
C14 4.20 2.53 -1.28  0.255
H18 1.05 4.30 -4.38  0.471
C15 -0.73 -1.44 -0.74  -0.978
H19 1.77 1.82 3.78  0.367
H20 2.36 -1.11 6.89  0.396
H21 -0.61 -4.75 -7.68  0.338
C16 -0.78 -3.67 -5.85  0.408
C17 1.42 1.35 4.68  0.075
C18 0.66 0.04 6.99  -0.202
C19 2.73 3.82 1.27  0.110
F3 3.44 -3.69 2.56  -0.383
N1 -1.40 1.89 -5.28  -0.454
C20 1.83 -0.32 6.39  -0.933
C21 -4.65 1.38 2.30  -0.473
H22 -0.28 -1.76 4.39  0.236
C22 5.06 3.42 1.82  -0.689
C23 -0.16 1.08 6.50  -0.766
H23 0.13 -6.08 4.47  0.422
C24 -3.20 4.75 1.87  -0.638
C25 1.49 -2.60 3.46  -0.109
C26 1.09 6.24 -3.42  0.205
C27 -3.64 4.78 -0.51  -0.670
C28 -4.97 0.44 1.37  -0.835
H24 2.04 -6.04 -1.37  0.615
H25 -5.88 0.56 0.81  0.481
C29 -2.34 4.72 -0.82  -0.200
H26 1.70 -7.77 0.53  0.453
C30 4.41 5.69 1.06  -0.994
H27 -0.96 -2.48 -0.58  0.574
H28 2.72 -2.03 -1.36  -0.087
H29 -1.95 -0.25 3.66  0.295
H30 3.50 0.01 -3.92  0.483
C31 3.93 2.59 -2.72  0.116
H31 -4.43 -1.49 0.61  0.596
H32 -0.34 4.62 -3.52  0.186
H33 -0.53 -8.10 1.35  0.453
H34 -2.00 -4.98 -1.24  0.585
C32 -2.35 1.33 -5.71  0.399
C33 -1.44 4.76 0.18  0.484
H35 -5.15 4.64 1.02  0.398
H36 0.25 -4.72 -2.07  0.630
C34 -4.21 -0.72 1.33  -0.160
C35 0.91 -7.11 0.22  -0.706
N2 1.38 7.38 -3.29  -0.471
F4 -2.52 -2.04 1.99  -0.274
H37 -3.61 4.64 2.86  0.493
C36 2.00 -1.52 -3.88  0.114
N3 -6.61 0.83 -2.76  -0.513
N4 -1.46 -3.21 -5.05  -0.364
C37 -0.32 -0.76 0.39  -0.641
C38 -0.36 -7.25 0.71  -0.219
C39 -2.79 0.00 3.03  0.064
H38 0.30 -0.56 7.82  0.385
C40 1.77 -5.01 3.60  -0.325
F5 -2.52 -6.72 0.82  -0.341
C41 0.23 -2.68 4.11  -0.142
C42 2.70 -2.76 -0.55  0.449
C43 0.20 1.69 5.30  0.360
C44 2.25 -3.79 3.17  -0.089
C45 -1.39 -6.53 0.23  0.178
C46 5.36 4.81 1.54  -0.329
H39 2.97 -0.08 4.61  0.482
C47 3.82 -3.75 -0.92  -0.001
C48 -5.55 0.30 -2.71  0.200
F6 0.55 1.27 1.35  0.016
F7 3.45 1.70 1.92  -0.219
C49 -4.26 -0.39 -2.64  0.490
H40 2.40 5.77 0.47  0.387
C50 -1.22 -5.57 -0.77  -0.586
H41 0.70 -5.10 -6.55  0.286
C51 -0.48 0.64 -2.06  -0.856
N5 1.65 -2.60 -3.80  -0.394
H42 2.35 -5.88 3.34  0.426
H43 1.71 -3.20 -0.50  -0.153
N6 4.66 -4.47 -1.22  -0.535
C52 -3.56 0.63 -6.29  -0.620
H44 1.98 0.30 -3.14  -0.295
H45 -4.32 4.71 -1.35  0.390
C53 0.09 0.59 0.32  0.404
C54 2.42 -0.10 -4.05  -0.214
H46 -1.09 -1.22 -2.86  0.903
N7 3.73 2.72 -3.89  -0.555
H47 -0.72 1.18 -2.96  0.318
H48 1.82 0.37 -4.83  0.302
H49 1.80 -1.61 3.18  0.704
H50 1.72 3.45 1.10  0.615
C55 -4.09 4.66 0.83  -0.448
H51 -4.11 -0.70 -1.60  -0.337
H52 -1.07 1.23 7.06  0.396
H53 -1.92 4.88 -1.81  0.265
H54 -3.82 -0.16 -5.59  0.065
C56 -1.86 4.78 1.54  -0.327
H55 4.33 3.51 -0.82  0.147
H56 -3.18 1.95 3.82  0.435

Results
- E: -88428.2686 eV
- M: 960.1 g mol⁻¹
- Energy relative to the best compared isomer or geometry (same formula, charge and spin): 0.000 eV
- Largest force on an atom: 0.088 hartree/bohr
- Gap between HOMO and LUMO: 9.41 eV
- LUMO: 0.314 eV
- Highest occupied orbital energy: -9.099 eV

***

(2)
Entry from OMol25: a molecular structure, C17H14Cl4MnN3O5S in a non-equilibrium geometry (ωB97M-V with the def2-TZVPD basis set).

Last column: Mulliken spin population.
Positions of all 45 atoms, in Å:
C1 6.37 14.87 6.50  -0.043
H1 8.99 15.63 4.58  0.000
H2 7.70 17.52 8.10  0.001
H3 10.71 10.09 7.78  0.002
Cl1 5.39 7.41 11.89  0.000
O1 10.02 18.17 7.73  0.000
O2 9.94 18.58 5.31  0.000
Cl2 6.26 10.39 12.37  0.001
O3 11.09 16.62 6.20  0.000
O4 6.66 11.77 9.79  0.067
Mn1 7.08 12.58 8.04  4.761
C2 9.72 10.54 7.82  0.013
H4 12.28 12.00 7.89  0.000
S1 10.05 17.64 6.39  0.000
H5 7.10 14.05 4.63  -0.013
H6 5.77 15.76 8.29  -0.004
C3 6.23 9.69 10.78  0.021
H7 4.56 14.00 7.08  0.007
C4 11.38 12.59 8.00  0.003
O5 6.50 10.74 7.32  0.095
Cl3 5.67 6.08 9.05  0.001
C5 7.63 16.70 7.41  -0.001
C6 5.93 7.77 9.31  0.008
N1 5.49 13.72 6.80  0.059
C7 6.45 10.50 9.68  -0.023
C8 8.33 15.67 5.40  0.009
H8 12.87 14.77 9.15  0.001
Cl4 6.27 7.98 6.61  0.000
C9 12.40 14.96 8.22  0.000
H9 9.28 10.30 8.82  -0.002
C10 6.51 15.83 7.52  0.022
C11 11.30 13.96 8.01  0.002
C12 6.25 8.61 8.21  0.014
C13 7.20 14.81 5.42  -0.007
C14 5.92 8.35 10.56  0.002
C15 6.41 9.93 8.38  -0.028
N2 9.95 14.22 8.01  -0.006
C16 10.13 12.05 7.90  -0.001
N3 9.23 13.08 7.86  0.020
H10 9.10 10.33 6.97  0.002
C17 8.53 16.62 6.38  0.003
H11 5.40 13.13 6.00  0.009
H12 11.97 15.93 8.32  0.000
H13 13.11 15.01 7.39  0.001
H14 9.50 15.10 7.93  0.005

Results
- E: -124813.4660 eV
- M: 569.1 g mol⁻¹
- Expectation value of S²: 8.756
- Largest force on an atom: 0.063 hartree/bohr
- Gap between HOMO and LUMO (spin up / spin down): 7.03 / 7.11 eV
- LUMO (spin up / spin down): 2.165 / 2.138 eV
- Charge: -1
- Multiplicity: 6
- Highest occupied orbital energy (spin up / spin down): -4.862 / -4.971 eV

***

(3)
Entry from OMol25: a molecular structure, C13H15N2PS in a non-equilibrium geometry (ωB97M-V with the def2-TZVPD basis set).

Last column: Mulliken charge in e.
Positions of all 32 atoms, in Å:
H1 -0.54 -2.72 0.01  0.378
H2 0.56 3.12 0.53  0.404
C1 0.92 -0.91 2.52  -0.042
C2 1.45 -3.03 0.93  -0.636
H3 2.02 -2.34 -1.81  0.422
C3 0.49 -2.99 -0.31  -0.576
C4 2.16 0.22 -0.88  0.647
C5 1.00 -2.06 -1.47  -1.112
H4 1.34 -4.01 1.45  0.355
C6 -0.29 -0.10 -0.52  -0.426
H5 -3.53 3.67 0.07  0.331
H6 0.90 0.09 2.95  0.398
H7 2.51 -2.94 0.62  0.303
P1 -2.16 1.71 0.60  0.228
C7 1.93 1.58 -0.31  0.573
N1 3.40 -0.14 -1.23  -0.691
H8 -3.51 0.78 -1.35  0.329
N2 3.13 2.21 -0.30  -0.676
H9 0.44 -4.02 -0.73  0.365
H10 -3.28 -0.37 0.07  0.325
H11 -1.15 -0.79 -0.59  0.109
C8 -3.46 0.68 -0.24  -1.041
H12 -2.48 3.96 1.47  0.305
H13 0.29 -2.16 -2.32  0.342
C9 -2.49 3.55 0.44  -1.001
C10 0.65 2.10 0.13  -1.093
C11 -0.47 1.26 0.04  0.716
C12 1.11 -1.97 1.98  -0.419
S1 4.29 1.21 -0.85  0.127
C13 0.94 -0.59 -0.94  0.346
H14 -1.74 4.07 -0.19  0.337
H15 -4.44 0.95 0.23  0.374

Results
- E: -36825.3115 eV
- M: 262.3 g mol⁻¹
- Largest force on an atom: 0.060 hartree/bohr
- Gap between HOMO and LUMO: 7.00 eV
- LUMO: -0.535 eV
- Highest occupied orbital energy: -7.538 eV

***

(4)
Entry from OMol25: 7 unconnected molecules or ions with the total composition C29H47NO21 in a non-equilibrium geometry (ωB97M-V with the def2-TZVPD basis set).

Last column: Mulliken charge in e.
Positions of all 98 atoms, in Å:
C1 5.59 3.62 5.39  0.562
H1 -3.91 -1.61 -1.28  0.333
H2 -3.37 3.69 -4.92  0.336
C2 -5.66 0.12 6.02  0.617
C3 -3.21 -2.01 -2.00  -0.600
H3 -3.84 -2.41 2.95  0.366
H4 5.12 1.59 4.75  0.235
C4 7.60 2.78 4.78  0.574
H5 -2.21 -2.78 -5.66  0.410
C5 -4.61 -2.36 3.72  -1.234
C6 5.40 2.56 4.34  -0.453
C7 -1.91 -2.17 -4.81  -0.253
H6 7.82 -1.84 1.97  0.254
O1 -6.86 -2.82 -0.70  -0.289
H7 -4.94 -0.27 3.40  0.222
H8 10.02 -1.93 0.93  0.321
O2 -4.35 0.50 5.95  -0.326
C8 9.20 -1.56 0.32  -0.561
C9 -1.39 5.18 -6.74  -1.439
H9 -7.30 -2.12 1.92  0.261
H10 5.58 4.62 4.95  0.282
O3 1.40 1.99 2.37  -0.559
H11 4.98 4.16 7.38  0.372
H12 -0.15 -0.96 -4.52  0.222
H13 -2.81 -0.33 -4.09  0.335
C10 7.99 -1.16 1.13  0.509
O4 -0.52 -2.84 -1.71  -0.534
C11 -4.78 -0.95 4.24  0.561
O5 6.93 -1.38 0.17  -0.198
H14 -4.32 -3.04 4.53  0.374
O6 -2.02 -1.21 -1.91  -0.283
H15 -3.37 4.50 -7.22  0.254
C12 3.61 -0.86 -0.53  -1.329
O7 -5.92 -0.85 5.11  -0.335
H16 -0.48 4.81 -6.27  0.347
H17 8.26 0.96 0.80  0.332
H18 -1.78 6.02 -6.16  0.377
H19 4.75 0.44 1.53  0.087
C13 4.63 3.54 6.55  -1.449
N1 -0.54 -1.17 -0.17  -0.442
O8 -3.07 2.02 -6.13  -0.253
O9 8.67 -2.60 -0.51  -0.363
C14 -8.96 -1.72 -0.17  -1.476
O10 2.12 0.56 0.77  -0.320
O11 6.94 3.35 5.82  -0.365
H20 2.72 -1.34 -0.96  0.345
C15 -7.55 -3.08 1.46  -0.505
H21 -1.70 3.11 -5.05  0.304
H22 3.08 1.18 -0.94  0.221
O12 3.52 2.09 1.60  -0.328
C16 -2.63 3.27 -5.60  -0.515
H23 4.40 -0.86 -1.28  0.383
H24 8.67 0.41 2.43  0.425
H25 -9.09 -1.53 -1.23  0.371
H26 -8.21 -3.63 2.12  0.359
H27 3.93 -1.48 0.31  0.254
O13 -2.54 0.89 -8.00  -0.526
O14 -4.82 -3.74 -0.44  -0.513
H28 -1.38 -0.29 -5.63  -0.115
O15 -3.83 -1.97 -3.25  -0.425
O16 -6.46 0.58 6.76  -0.531
C17 4.31 1.16 0.84  -0.200
H29 5.11 1.68 0.31  0.375
C18 -3.67 -0.46 5.14  -0.511
C19 7.35 -2.35 -0.69  0.564
H30 9.56 -0.76 -0.32  0.340
C20 -5.90 -3.48 -0.01  0.666
H31 -2.85 0.00 4.60  0.320
C21 -0.84 -1.18 -5.32  -0.729
O17 6.73 2.44 3.79  -0.203
H32 -3.28 -1.25 5.79  0.321
H33 4.70 2.84 3.56  0.243
H34 0.14 -1.79 0.25  0.290
H35 3.64 3.89 6.25  0.380
H36 -1.51 -2.82 -4.04  0.319
O18 -6.33 -3.80 1.24  -0.311
H37 -3.79 -1.29 -5.13  0.411
H38 6.99 0.56 1.93  -0.080
C22 -2.54 1.89 -7.37  0.640
H39 -0.07 -0.33 -0.49  0.181
C23 3.29 0.54 -0.08  0.536
C24 -8.09 -2.93 0.05  0.452
C25 -3.10 -1.35 -4.29  -0.618
C26 -2.43 4.09 -6.86  0.490
O19 6.65 -2.89 -1.48  -0.509
H40 -8.51 -0.82 0.27  0.349
H41 4.54 2.52 6.91  0.352
H42 -0.34 -1.54 -6.21  0.356
C27 7.98 0.27 1.60  -1.043
H43 -1.11 5.54 -7.73  0.355
H44 -3.01 -3.03 -1.71  0.552
H45 -8.60 -3.83 -0.27  0.309
H46 -5.54 -2.74 3.31  0.124
C28 -1.00 -1.84 -1.32  0.585
O20 8.77 2.59 4.73  -0.540
H47 -9.94 -1.87 0.29  0.379
C29 2.26 1.59 1.65  0.525
O21 -2.00 3.07 -7.78  -0.363

Results
- E: -75324.1003 eV
- M: 745.7 g mol⁻¹
- Largest force on an atom: 0.049 hartree/bohr
- Gap between HOMO and LUMO: 9.46 eV
- LUMO: 0.246 eV
- Highest occupied orbital energy: -9.211 eV
- SMILES: C[C@@H]1COC(=O)O1.C[C@@H]1COC(=O)O1.C[C@@H]1COC(=O)O1.C[C@@H]1COC(=O)O1.C[C@@H]1COC(=O)O1.C[C@@H]1COC(=O)O1.CCCOCOC(N)=O

***

(5)
Entry from OMol25: 5 unconnected molecules or ions with the total composition C15H40O5 in a non-equilibrium geometry (ωB97M-V with the def2-TZVPD basis set).

Last column: Mulliken charge in e.
Positions of all 60 atoms, in Å:
O1 -1.58 4.93 -6.38  -0.556
H1 0.66 2.31 0.89  0.297
H2 -4.18 -4.52 -2.44  0.343
H3 -2.40 6.83 -8.27  0.349
H4 -0.61 -0.23 0.05  0.330
H5 0.64 -0.47 -1.70  0.299
H6 4.42 3.88 6.78  0.329
H7 -0.65 7.08 -8.65  0.316
H8 2.84 -8.68 1.17  0.342
C1 1.40 2.84 7.98  -1.286
H9 -6.42 -1.51 -2.72  0.341
H10 -3.94 -0.96 -2.66  0.328
C2 2.18 -8.42 1.99  -1.195
H11 1.56 2.39 -0.55  0.365
H12 2.05 0.28 0.89  0.311
H13 2.59 -8.87 2.90  0.329
C3 1.12 -6.36 2.92  -1.269
O2 -4.12 -1.21 -1.75  -0.528
H14 0.01 1.85 -0.81  0.300
H15 1.67 4.98 8.69  0.327
H16 -1.44 5.51 -8.66  0.368
H17 4.00 2.32 7.49  0.317
H18 0.48 3.40 8.15  0.434
H19 2.05 -6.34 1.07  0.240
H20 1.15 6.53 -7.11  0.390
H21 -6.53 -3.33 -2.52  0.385
C4 -3.66 -3.58 -2.27  -1.188
C5 -0.97 6.14 -6.72  0.530
H22 1.80 -1.47 -0.84  0.302
H23 -5.11 -2.61 -0.77  0.283
H24 1.95 4.39 6.50  0.177
H25 4.07 -6.73 1.65  0.336
H26 1.46 -5.38 3.26  0.334
H27 3.41 2.63 5.92  0.348
C6 -4.71 -2.46 -1.77  0.361
O3 2.58 4.78 8.43  -0.543
H28 -2.53 5.02 -6.40  0.301
H29 0.94 -7.00 3.78  0.305
C7 2.34 3.86 7.36  0.509
C8 1.20 0.36 0.22  0.270
O4 3.50 -6.55 2.40  -0.568
H30 0.16 -6.28 2.43  0.340
H31 1.21 -8.89 1.81  0.342
O5 0.02 -0.16 0.77  -0.526
H32 1.78 2.34 8.87  0.300
C9 3.62 3.14 6.87  -1.257
C10 0.54 5.77 -6.64  -1.312
H33 0.88 5.62 -5.61  0.308
H34 -1.25 6.86 -5.95  0.273
H35 1.10 2.12 7.22  0.343
C11 0.79 1.79 -0.06  -1.132
C12 -1.38 6.46 -8.13  -1.292
C13 1.52 -0.44 -1.06  -1.147
H36 -5.56 -2.72 -3.67  0.328
C14 2.22 -6.85 2.02  0.462
H37 -2.82 -3.62 -1.58  0.323
C15 -5.89 -2.46 -2.66  -1.305
H38 -3.16 -3.25 -3.18  0.329
H39 2.31 0.02 -1.65  0.330
H40 0.71 4.94 -7.33  0.326

Results
- E: -26438.8062 eV
- M: 300.5 g mol⁻¹
- Energy relative to the best compared isomer or geometry (same formula, charge and spin): 2.927 eV
- Largest force on an atom: 0.058 hartree/bohr
- Gap between HOMO and LUMO: 10.50 eV
- LUMO: 0.536 eV
- Highest occupied orbital energy: -9.962 eV
- SMILES: CC(C)O.CC(C)O.CC(C)O.CC(C)O.CC(C)O

***

(6)
Entry from OMol25: 2 unconnected molecules or ions with the total composition NO4S2 in a non-equilibrium geometry (ωB97M-V with the def2-TZVPD basis set).

Last column: Mulliken charge in e.
Positions of all 7 atoms, in Å:
O1 -2.09 -0.52 1.17  -0.433
S1 1.20 0.29 -0.02  0.704
N1 -1.73 -0.18 0.07  0.545
S2 2.34 -1.32 -0.42  -0.408
O2 -2.43 -0.25 -0.93  -0.474
O3 1.21 1.20 -1.18  -0.473
O4 1.50 0.78 1.30  -0.460

Results
- E: -31348.1014 eV
- M: 142.1 g mol⁻¹
- Energy relative to the best compared isomer or geometry (same formula, charge and spin): 3.354 eV
- Largest force on an atom: 0.043 hartree/bohr
- Gap between HOMO and LUMO (spin up / spin down): 7.20 / 5.40 eV
- LUMO (spin up / spin down): 2.163 / 1.219 eV
- Charge: -1
- Highest occupied orbital energy (spin up / spin down): -5.034 / -4.183 eV

***

(7)
Entry from OMol25: 4 unconnected molecules or ions with the total composition C2H9NO5 in a non-equilibrium geometry (ωB97M-V with the def2-TZVPD basis set).

Last column: Mulliken charge in e.
Positions of all 17 atoms, in Å:
H1 0.33 -1.31 -1.58  0.317
H2 -1.18 -1.77 0.06  0.466
H3 2.59 -1.12 -0.94  0.319
H4 0.36 2.13 1.34  0.334
H5 -1.29 0.11 -1.18  0.767
H6 -1.84 0.00 0.63  0.310
N1 0.68 -0.39 -1.30  -0.017
H7 0.91 2.71 2.49  0.301
H8 -1.37 0.23 1.98  0.327
H9 -1.04 -2.99 -0.78  0.316
O1 0.41 1.90 2.29  -0.590
O2 2.44 0.89 -0.62  -0.433
O3 -0.15 1.71 -0.74  -0.575
O4 -1.29 -2.07 -0.87  -0.672
C1 -0.30 0.57 -1.07  -0.495
C2 2.02 -0.17 -0.99  0.040
O5 -1.27 -0.43 1.28  -0.717

Results
- E: -13947.4023 eV
- M: 127.1 g mol⁻¹
- Energy relative to the best compared isomer or geometry (same formula, charge and spin): 0.755 eV
- Largest force on an atom: 0.039 hartree/bohr
- Gap between HOMO and LUMO: 10.17 eV
- LUMO: 0.402 eV
- Highest occupied orbital energy: -9.769 eV
- SMILES: O=CNC=O.O.O.O

***

(8)
Entry from OMol25: a molecular structure, C2H3FI2 in a non-equilibrium geometry (ωB97M-V with the def2-TZVPD basis set).

Last column: Mulliken charge in e.
Positions of all 8 atoms, in Å:
C1 1.26 -0.43 0.31  -0.584
F1 1.20 -0.04 -1.95  -0.234
H1 0.34 -0.45 1.91  0.278
H2 -0.40 -0.61 -0.85  0.351
I1 2.78 0.96 1.00  0.119
I2 1.91 -2.46 0.22  0.137
C2 0.42 0.02 -0.84  -0.451
H3 0.11 0.96 -0.61  0.383

Results
- E: -21037.5795 eV
- M: 299.9 g mol⁻¹
- Energy relative to the best compared isomer or geometry (same formula, charge and spin): 3.029 eV
- Largest force on an atom: 0.094 hartree/bohr
- Gap between HOMO and LUMO: 8.40 eV
- LUMO: -0.786 eV
- Highest occupied orbital energy: -9.190 eV

***

Which formula does entry 2 have?
C17H14Cl4MnN3O5S

***

The highest E belongs to which entry?
C2H9NO5

***

Which value of M does entry 3 give?
262.3 g mol⁻¹